A 13-piece molecular cluster, C30H89N19O16 overall in a non-equilibrium geometry. Source: OMol25; level of theory: ωB97M-V/def2-TZVPD.

- Strongest force on any atom: 2.9 eV/Å
- Spin multiplicity: 1
- Charge: 0
- Electronic energy: -93629.0351 eV
- Frontier orbital gap: 8.36 eV

Geometry as XYZ:
```
154
C30H89N19O16 ωB97M-V/def2-TZVPD
C 2.469 -3.124 3.131
O 1.245 -3.302 3.199
N 3.286 -4.196 3.348
N 3.084 -1.993 2.791
H 4.275 -4.139 3.178
H 2.869 -5.055 3.660
H 4.053 -1.806 2.987
H 2.527 -1.332 2.262
C -5.559 -1.095 1.466
O -5.925 -1.833 0.557
N -4.293 -0.967 1.886
N -6.395 -0.183 2.039
H -3.577 -1.520 1.418
H -4.110 -0.432 2.713
H -6.152 0.430 2.799
H -7.266 0.063 1.603
C -3.169 2.725 3.891
O -3.581 3.896 3.862
N -3.882 1.694 4.387
N -1.991 2.318 3.408
H -4.687 1.826 4.970
H -3.290 0.872 4.336
H -1.743 1.372 3.663
H -1.326 3.056 3.261
C 1.743 2.305 -2.660
O 0.873 2.321 -3.513
N 3.086 2.152 -2.875
N 1.588 2.547 -1.338
H 3.666 2.065 -2.061
H 3.339 2.259 -3.844
H 2.301 2.625 -0.631
H 0.622 2.696 -1.082
C -2.494 -2.533 -0.419
O -2.391 -2.710 0.806
N -3.538 -1.989 -1.051
N -1.511 -2.923 -1.238
H -3.498 -1.661 -2.000
H -4.398 -1.831 -0.535
H -0.664 -3.379 -0.897
H -1.647 -2.724 -2.216
C -1.387 -1.242 4.199
O -2.465 -0.631 4.244
N -0.318 -0.849 4.901
N -1.140 -2.268 3.376
H 0.537 -1.257 4.559
H -0.307 0.055 5.361
H -0.242 -2.738 3.508
H -1.731 -2.494 2.577
C 5.644 -1.428 0.909
O 6.079 -0.667 1.785
N 4.825 -1.081 -0.058
N 5.906 -2.755 0.905
H 4.712 -1.690 -0.850
H 4.392 -0.176 0.079
H 5.330 -3.371 0.361
H 6.467 -3.046 1.690
C 4.740 2.610 0.401
O 3.799 1.810 0.332
N 4.592 3.928 0.282
N 5.987 2.298 0.801
H 5.425 4.486 0.219
H 3.688 4.357 0.174
H 6.142 1.302 0.900
H 6.759 2.929 0.902
C 2.410 1.382 4.954
C 1.517 1.899 6.070
O 0.151 1.891 5.572
H 2.217 1.747 3.947
H 2.224 0.306 4.926
H 3.475 1.507 5.157
H 1.732 2.938 6.333
H 1.668 1.377 7.013
H -0.023 2.657 5.004
C -0.595 0.105 0.859
C 0.635 0.830 1.459
O 1.865 0.216 1.096
H -0.567 0.390 -0.195
H -1.525 0.442 1.308
H -0.298 -0.930 1.019
H 0.598 0.881 2.553
H 0.721 1.882 1.172
H 2.455 0.953 0.885
C -3.925 2.157 -0.079
O -3.155 3.348 0.104
C -1.989 3.505 -0.664
C -1.199 4.668 -0.058
N -0.681 4.192 1.214
C 0.304 5.123 1.803
C 0.792 4.701 3.184
O -0.223 4.451 4.115
C -1.089 5.542 4.427
H -3.511 1.351 0.530
H -3.972 1.923 -1.144
H -4.914 2.360 0.330
H -2.203 3.709 -1.719
H -1.421 2.571 -0.610
H -1.765 5.605 -0.052
H -0.384 4.926 -0.742
H -1.507 4.120 1.798
H -0.228 6.080 1.777
H 1.152 5.128 1.114
H 1.374 5.551 3.560
H 1.437 3.829 3.083
H -1.781 5.698 3.599
H -0.537 6.459 4.648
H -1.603 5.274 5.347
C 0.456 -5.917 -0.620
O 0.441 -4.516 -0.363
C 1.740 -4.071 -0.022
C 1.894 -2.570 -0.236
N 2.319 -2.352 -1.631
C 2.469 -0.922 -1.970
C 2.511 -0.786 -3.521
O 3.813 -1.233 -3.923
C 3.883 -1.541 -5.311
H 0.935 -6.565 0.113
H 0.922 -6.008 -1.604
H -0.609 -6.137 -0.700
H 2.538 -4.528 -0.616
H 1.993 -4.364 1.001
H 2.638 -2.149 0.444
H 1.028 -1.955 0.020
H 1.528 -2.595 -2.219
H 3.356 -0.458 -1.541
H 1.573 -0.381 -1.650
H 2.330 0.251 -3.821
H 1.639 -1.276 -3.968
H 4.934 -1.634 -5.592
H 3.454 -0.745 -5.921
H 3.479 -2.531 -5.536
C -1.185 0.552 -3.424
O -2.226 -0.309 -2.963
C -3.409 -0.305 -3.745
C -3.567 -1.282 -4.919
N -3.172 -2.633 -4.497
C -3.587 -3.605 -5.514
C -2.648 -3.675 -6.746
O -2.575 -2.572 -7.631
C -3.607 -2.512 -8.611
H -1.016 0.376 -4.487
H -0.335 0.309 -2.790
H -1.507 1.569 -3.195
H -3.631 0.730 -4.021
H -4.197 -0.635 -3.067
H -3.152 -0.840 -5.829
H -4.649 -1.248 -5.069
H -2.157 -2.598 -4.527
H -4.606 -3.450 -5.869
H -3.511 -4.581 -5.031
H -2.569 -4.573 -7.368
H -1.633 -3.718 -6.331
H -3.614 -3.420 -9.217
H -3.133 -1.733 -9.213
H -4.586 -2.181 -8.264
```

Mulliken population analysis, charges in e, atoms 1 to 99:
1 C 0.3621
2 O -0.7004
3 N -0.3513
4 N 0.3331
5 H 0.1448
6 H 0.2689
7 H 0.2205
8 H -0.8050
9 C 0.6617
10 O -0.7783
11 N 0.1036
12 N -0.4215
13 H 0.0331
14 H 0.1289
15 H 0.1479
16 H 0.2336
17 C 0.4187
18 O -0.7537
19 N -0.1739
20 N 1.4472
21 H 0.2603
22 H 0.1231
23 H -0.3009
24 H -0.7692
25 C 0.5707
26 O -0.6682
27 N -0.2635
28 N 0.4896
29 H 0.0157
30 H 0.2729
31 H -0.1679
32 H -0.6703
33 C 0.5911
34 O -1.0697
35 N -0.2185
36 N 0.2114
37 H -0.0440
38 H 0.2652
39 H 0.0844
40 H 0.1033
41 C 0.4023
42 O -0.8109
43 N -0.2582
44 N -0.1190
45 H -0.0329
46 H 0.3137
47 H 0.2822
48 H 0.2498
49 C 0.5058
50 O -0.7269
51 N 0.1461
52 N -0.3977
53 H 0.2123
54 H -0.6999
55 H 0.2410
56 H 0.2596
57 C 0.3343
58 O -0.2966
59 N -0.3848
60 N -0.3588
61 H 0.1687
62 H 0.1565
63 H 0.0726
64 H 0.1880
65 C -0.2622
66 C -0.6037
67 O -0.6247
68 H -0.1933
69 H 0.0552
70 H 0.5079
71 H 0.3203
72 H 0.3542
73 H 0.2676
74 C 1.8062
75 C 1.1527
76 O 2.0909
77 H -1.0639
78 H -0.3137
79 H -0.3105
80 H -0.7655
81 H -0.3005
82 H -0.7816
83 C -0.4251
84 O -0.4849
85 C 0.9110
86 C -1.4852
87 N 0.5152
88 C -1.2018
89 C -0.1836
90 O -0.3615
91 C -0.8270
92 H 0.0095
93 H 0.3205
94 H 0.3284
95 H 0.5298
96 H -0.8121
97 H 0.5311
98 H 0.5255
99 H 0.0947